Density functional theory data (ωB97M-V with the def2-TZVPD basis set) for a structure of composition C21H26N6O2PdS.

## Properties
frontier orbital gap (alpha / beta): 0.1804 / 0.1718 Ha
HOMO energy (alpha / beta): -5.58 / -5.32 eV
E: -1820.81939 Eh

```
57
C21H26N6O2PdS (ωB97M-V with the def2-TZVPD basis set)
Pd 0.40 0.81 0.91
O 0.55 -6.60 1.30
C -0.54 -6.04 0.71
O -1.30 -6.78 0.09
C -0.83 -4.59 0.84
C -1.75 -4.02 -0.05
C -1.91 -2.65 -0.18
C -1.10 -1.81 0.60
C -0.10 -2.37 1.43
C -0.06 -3.74 1.67
N -1.30 -0.44 0.72
C -2.21 0.17 0.00
C -2.22 1.61 -0.13
C -3.07 2.28 -1.02
C -3.02 3.65 -1.07
C -2.21 4.32 -0.15
C -1.35 3.62 0.69
N -1.31 2.28 0.63
H 1.32 -6.03 1.31
H -2.35 -4.68 -0.68
H -2.64 -2.25 -0.86
H 0.53 -1.65 1.95
H 0.59 -4.12 2.47
H -3.07 -0.34 -0.42
H -3.70 1.68 -1.69
H -3.63 4.18 -1.79
H -2.27 5.40 -0.04
H -0.73 4.11 1.41
N -0.55 1.19 5.10
C 0.82 1.41 5.20
C 1.31 1.33 3.94
N 0.26 1.03 3.03
C -0.82 0.95 3.80
H -1.23 1.24 5.86
H 1.26 1.61 6.18
H 2.30 1.50 3.51
H -1.80 0.68 3.47
C 2.62 -1.72 -1.72
N 2.03 -0.49 -2.23
C 0.81 -0.79 -2.98
C 2.13 0.74 -1.63
S 2.55 0.88 0.06
N 1.88 1.83 -2.39
C 1.93 3.20 -1.88
C 1.98 1.82 -3.84
H 3.43 -2.02 -2.43
H 1.81 -2.46 -1.63
H 3.12 -1.53 -0.76
H 0.36 -1.66 -2.49
H 1.01 -0.98 -4.05
H 0.11 0.04 -2.87
H 1.54 3.24 -0.88
H 1.33 3.83 -2.54
H 2.99 3.57 -1.82
H 2.61 1.01 -4.16
H 2.48 2.77 -4.12
H 1.03 1.75 -4.39
```

=====

Density functional theory data (ωB97M-V with the def2-TZVPD basis set) for the ion C21H26NO with charge +1.

## Properties
frontier orbital gap: 0.3380 Ha
SMILES: COc1ccc([C@@H](c2ccccc2)[N+]23CCC(CC2)CC3)cc1
HOMO energy: -11.39 eV
total charge: +1
E: -945.55735 Eh

```
49
C21H26NO (ωB97M-V with the def2-TZVPD basis set)
C -0.77 -1.38 1.87
C 0.75 -1.31 1.87
N 1.23 0.15 1.88
C 0.65 0.83 3.11
C -0.87 0.78 3.10
C -1.39 0.02 1.87
C -0.86 0.75 0.62
C 0.65 0.80 0.62
H -1.09 -1.95 0.99
H -1.10 -1.96 2.74
H 1.19 -1.79 2.75
H 1.19 -1.77 0.98
H 1.04 0.29 3.98
H 1.04 1.85 3.13
H -1.21 0.30 4.02
H -1.24 1.81 3.13
H -2.49 -0.02 1.87
H -1.19 0.25 -0.29
H -1.24 1.78 0.57
H 1.01 1.84 0.60
H 1.08 0.26 -0.23
C 4.49 3.56 -3.46
O 4.50 2.14 -3.18
C 4.19 1.74 -1.91
C 4.26 0.36 -1.63
C 3.88 -0.12 -0.38
C 3.37 0.76 0.59
C 2.79 0.15 1.87
C 3.41 0.70 3.16
C 3.33 -0.10 4.32
C 3.63 0.47 5.57
C 4.06 1.79 5.65
C 4.37 2.48 4.48
C 4.12 1.90 3.24
C 3.42 2.14 0.35
C 3.84 2.64 -0.88
H 4.68 3.62 -4.53
H 3.52 4.01 -3.21
H 5.28 4.08 -2.90
H 4.62 -0.33 -2.39
H 3.96 -1.18 -0.15
H 3.02 -0.93 1.85
H 3.04 -1.15 4.24
H 3.51 -0.14 6.47
H 4.20 2.26 6.63
H 4.80 3.48 4.53
H 4.54 2.37 2.35
H 3.10 2.85 1.11
H 3.91 3.72 -1.04
```

=====

Density functional theory data (ωB97M-V with the def2-TZVPD basis set) for a cluster of 2 separate species, C21H26NO5 in total.

## Properties
frontier orbital gap: 0.1144 Ha
HOMO energy: -2.06 eV
total charge: -1
E: -1246.66298 Eh

```
53
C21H26NO5 (ωB97M-V with the def2-TZVPD basis set)
C 0.30 -0.82 -2.73
C -0.73 -1.01 -1.64
C -0.91 -2.23 -1.00
C -1.86 -2.34 -0.02
C -2.65 -1.29 0.42
C -3.62 -1.63 1.55
C -2.88 -1.76 2.91
C -4.89 -0.75 1.65
C -2.43 -0.06 -0.19
O -3.14 1.10 0.18
C -2.73 1.59 1.45
C -1.45 2.50 1.43
C -0.75 2.80 0.08
C 0.56 2.03 0.15
N 0.83 1.73 1.61
C -0.42 1.95 2.46
C -1.51 0.04 -1.21
H 1.30 -0.62 -2.33
H 0.03 0.03 -3.37
H 0.29 -1.71 -3.37
H -0.29 -3.06 -1.30
H -1.99 -3.31 0.46
H -3.97 -2.64 1.35
H -2.28 -0.88 3.16
H -3.59 -2.04 3.69
H -2.17 -2.58 2.78
H -5.17 -0.25 0.72
H -5.72 -1.34 2.05
H -4.72 0.04 2.40
H -3.56 2.20 1.83
H -2.60 0.78 2.17
H -1.79 3.48 1.77
H -0.44 3.85 0.10
H -1.34 2.72 -0.82
H 1.50 2.51 -0.16
H 0.64 1.04 -0.31
H 1.08 0.76 1.79
H 1.60 2.26 2.02
H -0.61 0.97 2.90
H -0.36 2.68 3.26
H -1.34 0.98 -1.73
C 5.98 -1.46 -1.26
C 6.34 -1.68 -2.59
C 5.63 -0.74 -3.61
O 5.89 -0.76 -4.81
C 4.63 0.17 -3.10
C 4.28 0.36 -1.78
C 5.06 -0.50 -0.76
O 4.88 -0.37 0.47
O 3.40 1.14 -1.32
O 7.15 -2.52 -3.03
H 6.44 -2.07 -0.48
H 4.12 0.74 -3.87
```

=====

Density functional theory data (ωB97M-V with the def2-TZVPD basis set) for a structure of composition C21H27AlBr3CaF5KN4O6.

## Properties
frontier orbital gap: 0.0408 Ha
HOMO energy: -14.07 eV
total charge: +3
E: -11226.77737 Eh

```
69
C21H27AlBr3CaF5KN4O6 (ωB97M-V with the def2-TZVPD basis set)
C 3.66 3.00 3.08
N 2.88 1.71 3.22
C 1.60 1.70 2.44
C 1.57 0.41 1.47
C 2.55 0.61 0.18
C 2.79 -0.53 -0.54
C 3.71 -0.33 -1.74
C 4.16 0.98 -1.84
C 3.80 2.07 -1.01
N 3.00 1.90 0.00
C 1.93 -0.77 2.54
O 3.06 -1.28 2.86
N 0.67 -1.14 3.06
C -0.38 -1.15 1.96
C -1.71 -0.98 2.76
C -2.68 0.03 2.13
O -2.65 1.21 2.34
F -3.67 -0.42 1.33
C -0.36 -2.41 1.02
Br -2.11 -2.77 0.21
C 0.11 -3.76 1.62
C 1.63 -3.96 1.69
Br -0.63 -4.19 3.37
C 0.05 0.15 1.16
C -0.42 0.28 -0.31
O -0.64 1.66 -0.58
N 0.22 2.12 -1.61
O -0.22 3.10 -2.06
H 3.91 3.39 4.08
H 4.66 2.73 2.63
H 3.14 3.80 2.52
H 2.61 1.65 4.20
H 1.41 2.62 1.87
H 0.80 1.65 3.19
H 2.35 -1.50 -0.31
H 4.03 -1.12 -2.43
H 4.85 1.20 -2.66
H 4.21 3.06 -1.24
H 0.54 -0.42 3.77
H -2.26 -1.92 2.87
H -1.54 -0.63 3.79
H 0.31 -2.21 0.16
H -0.26 -4.53 0.94
H 2.21 -3.30 1.00
H 2.00 -3.80 2.72
H 1.90 -4.99 1.42
H -0.39 1.06 1.60
H -1.40 -0.21 -0.43
H 0.24 -0.20 -1.05
K 4.36 -2.94 -1.92
F 4.25 4.58 1.58
C -3.74 0.94 -2.10
C -4.63 1.76 -3.03
O -4.36 1.56 -4.42
C -4.99 0.48 -5.09
O -6.26 0.48 -4.96
C -4.35 -0.91 -4.76
F -3.01 -0.82 -4.68
F -4.60 -1.79 -5.78
F -4.77 -1.46 -3.64
H -2.72 0.89 -2.48
H -3.74 1.39 -1.11
H -4.11 -0.08 -1.99
H -4.40 2.81 -2.86
H -5.68 1.63 -2.80
H -4.61 0.67 -6.16
Ca 4.33 0.38 2.03
Br 2.91 -2.93 4.28
Al -5.12 -0.20 -7.50
```